2 unconnected molecules or ions with the total composition C7H15N in a non-equilibrium geometry, computed with the ωB97M-V functional and the def2-TZVPD basis.

Last column: natural (NBO) charge in e.
Positions of all 23 atoms, in Å:
H -1.5279 -0.3428 -2.8255  0.333
N -1.5093 -1.0015 -2.0439  -0.591
C -1.3168 -0.4548 -0.9259  0.098
C -1.3016 0.9906 -0.6209  -0.071
C -0.4014 1.8091 -1.1544  -0.376
C -2.3653 1.4449 0.3322  -0.634
H -1.3688 -1.1232 -0.0258  0.173
H -0.3548 2.8542 -0.9009  0.199
H 0.3502 1.4455 -1.8357  0.201
H -3.3485 1.2582 -0.0912  0.223
H -2.3040 0.8792 1.2624  0.219
H -2.2781 2.5041 0.5407  0.221
C 2.2396 0.1955 0.7010  -0.606
C 1.6505 -1.1071 0.1792  -0.397
C 1.0120 -1.9464 1.2608  -0.605
H 3.1117 0.0107 1.3224  0.202
H 1.4751 0.7491 1.2896  0.201
H 2.5365 0.8438 -0.1320  0.207
H 2.4173 -1.6828 -0.3413  0.198
H 0.8277 -0.8631 -0.5556  0.200
H 1.6931 -2.1403 2.0874  0.205
H 0.6763 -2.9028 0.8692  0.212
H 0.0864 -1.4200 1.6081  0.190

Its strongest force on any atom is 1.45 eV/Å. Its energy relative to the best compared isomer or geometry (same formula, charge and spin) is 31.3 kcal per mole. For the total energy, the calculation gives -330.41801 Eh. Its LUMO energy is 0.957 eV.